1.
A structure of composition C22H34AuN5O5P3S. Source: OMol25; level of theory: wB97M-V/def2-TZVPD.

```
71
Properties=species:S:1:pos:R:3
Au 1.127 -0.451 -0.771
C 2.051 0.899 -3.671
P 1.639 1.483 -2.014
C 3.173 2.976 -0.449
C 0.495 2.889 -2.364
C 1.171 3.982 -2.927
C 0.520 5.151 -3.272
C -0.846 5.260 -3.064
C -1.533 4.187 -2.531
C -0.892 2.996 -2.171
P -2.019 1.666 -1.646
C -3.111 1.427 -3.058
C -3.066 2.355 -0.341
H 2.358 1.728 -4.310
H 1.174 0.413 -4.097
H 2.858 0.171 -3.595
H 2.332 3.657 -0.287
H 4.081 3.566 -0.543
H 3.271 2.291 0.391
H 2.239 3.920 -3.088
H 1.079 5.971 -3.702
H -1.375 6.167 -3.326
H -2.604 4.279 -2.397
H -3.652 2.332 -3.330
H -3.827 0.648 -2.794
H -2.521 1.090 -3.910
H -3.138 3.440 -0.386
H -2.657 2.061 0.624
H -4.067 1.932 -0.429
N 3.429 0.586 4.195
C 2.383 0.529 5.063
O 2.486 0.703 6.257
C 1.059 0.224 4.424
C -0.063 0.950 4.793
C -1.269 0.660 4.175
C -1.304 -0.365 3.239
N -0.238 -1.085 2.892
C 0.917 -0.782 3.477
H 4.334 0.829 4.562
H 3.275 0.621 3.203
H 0.019 1.720 5.549
H -2.172 1.199 4.426
H -2.240 -0.628 2.756
H 1.782 -1.369 3.182
O 0.337 3.502 2.546
S 0.249 2.359 1.701
O 3.020 2.253 -1.671
O -1.331 0.411 -1.233
O 1.315 1.405 1.696
C -1.756 -4.755 -0.966
N -1.912 -3.989 0.269
C -1.186 -4.672 1.343
N 0.223 -4.924 1.035
C 0.313 -5.656 -0.227
N -0.361 -4.990 -1.343
C 0.313 -3.752 -1.724
P 0.333 -2.564 -0.310
C -1.459 -2.610 0.104
C 0.993 -3.684 0.995
H -2.267 -4.236 -1.780
H -2.230 -5.727 -0.824
H -1.670 -5.634 1.517
H -1.250 -4.075 2.254
H -0.154 -6.632 -0.088
H 1.364 -5.809 -0.480
H -0.211 -3.290 -2.564
H 1.334 -3.965 -2.048
H -2.010 -2.120 -0.701
H -1.618 -2.042 1.020
H 0.926 -3.175 1.956
H 2.042 -3.906 0.788
```

Computed properties:
molar mass	770.500	g mol⁻¹
charge	+1
F_max	0.51	eV/Å
energy relative to the best compared isomer or geometry (same formula, charge and spin)	0.00	kcal per mole

=====

2.
A structure of composition C22H34BCoN6O4PS2. Source: OMol25; level of theory: wB97M-V/def2-TZVPD.

```
71
Properties=species:S:1:pos:R:3
Co 0.163 0.068 0.338
S 0.743 1.489 -1.464
C 0.461 -0.046 -2.181
N -0.010 -0.932 -1.355
C -0.156 -2.196 -1.922
C -0.617 -3.349 -1.297
C -0.687 -4.509 -2.045
C -0.307 -4.528 -3.390
C 0.142 -3.382 -4.020
C 0.213 -2.212 -3.271
S 0.755 -0.625 -3.779
H -0.904 -3.328 -0.254
H -1.044 -5.419 -1.582
H -0.358 -5.454 -3.946
H 0.434 -3.396 -5.061
B 1.633 -2.733 1.892
N 0.197 -2.224 2.198
C -0.572 -2.739 3.155
C -1.844 -2.200 3.054
C -1.758 -1.331 1.983
N -0.517 -1.355 1.459
N 2.221 -1.911 0.719
C 3.298 -2.310 0.052
C 3.842 -1.232 -0.628
C 2.999 -0.182 -0.330
N 1.999 -0.589 0.482
H 1.617 -3.892 1.562
H 2.296 -2.568 2.893
H -0.169 -3.474 3.833
H -2.704 -2.416 3.663
H -2.516 -0.714 1.540
H 3.640 -3.328 0.147
H 4.721 -1.215 -1.248
H 3.075 0.845 -0.631
C -2.143 2.989 3.785
C -1.667 1.635 3.316
O -0.217 1.622 3.222
P 0.593 1.653 1.859
O 2.070 1.684 2.392
C 2.626 0.602 3.203
C 2.846 1.098 4.610
O 0.403 3.068 1.202
C 1.206 4.266 1.451
C 0.435 5.251 2.292
H -3.231 2.982 3.867
H -1.856 3.768 3.079
H -1.726 3.233 4.762
H -2.098 1.381 2.350
H -1.921 0.851 4.025
H 3.556 0.320 2.715
H 1.955 -0.255 3.182
H 3.562 1.920 4.625
H 3.242 0.285 5.219
H 1.910 1.441 5.048
H 1.428 4.663 0.463
H 2.137 3.969 1.927
H -0.522 5.497 1.830
H 1.013 6.171 2.382
H 0.256 4.860 3.293
C -3.563 2.138 -2.566
N -2.788 2.065 -1.333
C -2.645 3.294 -0.563
C -2.255 0.939 -0.939
O -1.642 0.791 0.148
H -4.595 2.409 -2.345
H -3.546 1.175 -3.070
H -3.128 2.892 -3.221
H -3.592 3.543 -0.081
H -2.366 4.100 -1.240
H -1.869 3.164 0.184
H -2.410 0.090 -1.611
```

Computed properties:
molar mass	611.405	g mol⁻¹
charge	+1
F_max	0.98	eV/Å
energy relative to the best compared isomer or geometry (same formula, charge and spin)	2.33	kcal per mole

=====

3.
A cluster of 5 separate species, C22H34BrF3IN7O17P in total at a distorted geometry. Source: OMol25; level of theory: wB97M-V/def2-TZVPD.

```
86
Properties=species:S:1:pos:R:3
N -5.660 -0.711 1.674
C -4.811 0.130 2.490
N -4.698 -0.286 3.892
N -5.463 1.455 2.498
C -3.375 0.272 1.900
N -3.047 -0.775 0.948
C -1.976 -0.896 0.178
N -1.830 -1.909 -0.688
C -0.657 -1.713 -1.266
P -0.155 -2.979 -2.507
O 0.134 -1.964 -3.750
Br 1.876 -3.641 -1.858
N -0.046 -0.628 -0.813
I 1.844 0.157 -1.434
N -0.893 -0.087 0.132
C -0.514 1.103 0.852
C -0.947 2.410 0.145
O -2.119 2.264 -0.604
C -1.033 3.513 1.189
F -1.394 4.685 0.654
F 0.169 3.663 1.786
F -1.935 3.222 2.158
H -5.546 -1.687 1.934
H -6.619 -0.483 1.916
H -5.064 0.459 4.474
H -5.308 -1.072 4.073
H -4.845 2.111 2.969
H -5.509 1.793 1.539
H -2.693 0.239 2.750
H -3.251 1.246 1.434
H -3.716 -1.521 0.832
H 0.588 -2.443 -4.458
H -0.879 1.034 1.872
H 0.570 1.125 0.938
H -0.129 2.709 -0.516
H -2.829 2.800 -0.236
C 6.310 2.039 -4.154
C 5.393 3.195 -4.511
O 4.138 2.761 -3.936
C 4.414 1.898 -2.971
O 3.584 1.495 -2.186
O 5.686 1.534 -2.949
H 7.334 2.334 -3.953
H 6.303 1.245 -4.900
H 5.683 4.130 -4.033
H 5.284 3.357 -5.578
C -2.203 -3.030 7.683
C -2.349 -1.522 7.769
O -3.234 -1.243 6.675
C -3.942 -2.362 6.408
O -4.880 -2.414 5.677
O -3.448 -3.416 7.089
H -2.079 -3.512 8.648
H -1.390 -3.335 7.022
H -2.825 -1.200 8.696
H -1.412 -0.985 7.645
C 0.479 3.638 5.061
C 1.905 4.037 4.727
O 2.528 4.028 6.011
C 1.822 3.208 6.829
O 2.170 2.853 7.902
O 0.654 2.844 6.235
H 0.000 3.054 4.280
H -0.149 4.497 5.303
H 2.405 3.304 4.090
H 1.985 5.019 4.270
C 6.119 -5.878 -4.172
C 6.146 -4.365 -4.060
O 5.160 -3.972 -5.021
C 4.305 -5.012 -5.201
O 3.283 -4.943 -5.801
O 4.774 -6.122 -4.595
H 6.319 -6.388 -3.235
H 6.800 -6.252 -4.937
H 5.833 -4.015 -3.074
H 7.110 -3.929 -4.306
C -0.964 -0.851 -6.892
C -0.849 0.650 -6.705
O -1.736 1.147 -7.705
C -2.646 0.179 -7.993
O -3.613 0.336 -8.655
O -2.286 -0.993 -7.407
H -0.858 -1.408 -5.966
H -0.255 -1.236 -7.628
H -1.203 0.975 -5.724
H 0.156 1.031 -6.866
```

Computed properties:
molar mass	963.322	g mol⁻¹
charge	+1
F_max	1.35	eV/Å
energy relative to the best compared isomer or geometry (same formula, charge and spin)	0.00	kcal per mole

=====

4.
A structure of composition C22H34CaFN5O8 at a distorted geometry. Source: OMol25; level of theory: wB97M-V/def2-TZVPD.

```
71
Properties=species:S:1:pos:R:3
O -0.446 3.171 0.759
H -0.197 4.053 1.077
Ca -0.096 1.096 0.239
N -0.997 0.012 -1.918
N 1.146 -1.082 -0.989
O -2.228 0.443 -2.379
O 2.356 -1.619 -0.610
C -0.442 -0.902 -2.704
C 0.800 -1.465 -2.219
C -1.058 -1.376 -3.973
C 1.583 -2.429 -3.036
H -1.879 -0.726 -4.290
H -1.457 -2.396 -3.848
H -0.288 -1.402 -4.755
H 2.331 -2.914 -2.403
H 2.110 -1.896 -3.842
H 0.909 -3.179 -3.475
H -2.310 1.314 -1.866
H 2.307 -1.558 0.390
O -1.121 -1.693 0.708
H -1.846 -2.313 0.556
H -0.346 -2.115 0.277
C 1.617 2.262 -1.081
H 1.311 3.323 -0.969
H 1.701 1.948 -2.135
H 2.571 2.027 -0.567
O -2.206 2.740 -1.026
H -1.625 2.955 -0.159
H -1.726 3.283 -1.675
F -2.344 3.522 6.433
C -1.884 2.249 6.224
C -1.748 1.798 4.938
C -1.146 0.537 4.757
C -0.694 0.145 3.425
O -1.184 0.690 2.410
C 0.358 -0.882 3.424
C 0.333 -1.814 4.441
N -0.308 -1.587 5.643
C -0.145 -2.485 6.724
C 0.297 -3.893 6.484
C 1.251 -2.894 7.063
C -0.875 -0.312 5.859
C -1.089 0.155 7.155
C -1.490 1.490 7.349
N -1.329 2.080 8.586
C -0.154 1.790 9.379
C -0.576 1.115 10.667
N -1.570 2.018 11.304
C -2.747 2.425 10.510
C -2.245 3.008 9.194
C 1.369 -0.912 2.292
O 2.035 -1.969 2.116
O 1.451 0.160 1.611
H -2.023 2.395 4.069
H 0.894 -2.745 4.308
H -0.860 -2.392 7.544
H -0.079 -4.608 7.211
H 0.441 -4.259 5.464
H 2.059 -2.531 6.421
H 1.463 -2.976 8.130
H -0.875 -0.457 8.029
H 0.397 2.712 9.615
H 0.530 1.147 8.825
H -1.094 0.176 10.475
H 0.253 0.938 11.360
H -1.881 1.624 12.188
H -1.065 2.878 11.508
H -3.335 3.149 11.080
H -3.340 1.526 10.338
H -1.728 3.959 9.383
H -3.076 3.206 8.521
```

Computed properties:
molar mass	555.617	g mol⁻¹
F_max	3.22	eV/Å
energy relative to the best compared isomer or geometry (same formula, charge and spin)	0.00	kcal per mole

=====

5.
A cluster of 3 separate species, C22H34ClIN3O2 in total. Source: OMol25; level of theory: wB97M-V/def2-TZVPD.

```
63
Properties=species:S:1:pos:R:3
C 4.187 -1.887 0.034
C 2.956 -1.831 0.943
C 2.701 -3.240 1.525
C 1.785 -1.303 0.100
C 0.577 -0.701 0.832
C -0.297 -1.742 1.552
C -1.540 -1.189 2.272
C -2.851 -1.726 1.730
I -3.055 -3.834 2.063
C -0.245 0.086 -0.213
C -0.588 -0.504 -1.557
O -0.599 0.105 -2.567
Cl -1.123 -2.214 -1.615
C 1.142 0.360 1.795
C 2.264 -0.065 2.757
C 2.952 1.202 3.265
C 1.786 -0.854 3.989
N 3.285 -0.861 2.021
O 4.341 -1.135 2.677
H 5.007 -2.401 0.531
H 3.936 -2.419 -0.885
H 4.522 -0.879 -0.214
H 3.027 -3.299 2.563
H 1.657 -3.539 1.462
H 3.282 -3.978 0.969
H 2.186 -0.507 -0.542
H 1.480 -2.118 -0.565
H -0.611 -2.505 0.836
H 0.309 -2.271 2.275
H -1.482 -1.412 3.339
H -1.591 -0.096 2.198
H -3.713 -1.285 2.220
H -2.938 -1.595 0.655
H -1.205 0.416 0.205
H 0.298 0.994 -0.486
H 1.542 1.172 1.181
H 0.346 0.805 2.401
H 3.063 1.944 2.473
H 3.931 0.942 3.662
H 2.363 1.649 4.068
H 2.553 -0.818 4.762
H 1.587 -1.901 3.779
H 0.874 -0.402 4.384
N -3.946 -0.072 -1.296
C -3.759 1.245 -1.619
C -4.951 1.893 -1.434
C -5.893 0.929 -0.981
C -5.242 -0.273 -0.904
H -3.238 -0.783 -1.323
H -2.803 1.606 -1.961
H -5.131 2.940 -1.611
H -6.930 1.099 -0.745
H -5.590 -1.250 -0.612
N 0.753 2.981 -4.852
C 0.940 4.197 -5.451
C -0.272 4.833 -5.492
C -1.226 3.964 -4.894
C -0.562 2.830 -4.509
H 1.470 2.297 -4.696
H 1.912 4.505 -5.797
H -0.455 5.811 -5.905
H -2.278 4.151 -4.763
H -0.906 1.933 -4.025
```

Computed properties:
expectation value of S²	0.75
spin multiplicity	2
calculated total energy	-1931.26475	hartree
molar mass	534.890	g mol⁻¹
F_max	0.47	eV/Å

=====

6.
A structure of composition C22H34F6IrNSbSi2 at a distorted geometry. Source: OMol25; level of theory: wB97M-V/def2-TZVPD.

```
67
Properties=species:S:1:pos:R:3
Ir -0.039 -0.405 -0.072
C -1.812 2.199 -1.921
Si -0.032 1.808 -2.340
C 0.707 3.382 -3.066
C 0.147 0.344 -3.491
C 0.949 1.423 -0.745
C 0.434 2.182 0.413
C 0.694 3.502 0.767
C 0.069 4.019 1.888
C -0.800 3.217 2.626
C -0.999 1.913 2.222
N -0.385 1.421 1.147
Si 2.818 1.119 -0.726
C 3.201 -0.334 -1.846
C 3.224 0.677 1.063
C 3.848 2.632 -1.154
H -2.368 2.367 -2.846
H -1.898 3.095 -1.299
H -2.315 1.381 -1.401
H 0.207 3.626 -4.007
H 1.776 3.292 -3.269
H 0.558 4.225 -2.385
H -0.633 0.378 -4.254
H 0.021 -0.601 -2.956
H 1.117 0.322 -3.993
H 1.368 4.094 0.161
H 0.247 5.045 2.185
H -1.313 3.605 3.494
H -1.659 1.242 2.756
H 2.431 -1.101 -1.741
H 4.162 -0.781 -1.575
H 3.251 -0.051 -2.900
H 2.520 -0.068 1.437
H 3.153 1.552 1.716
H 4.235 0.270 1.155
H 3.628 3.032 -2.145
H 4.909 2.368 -1.132
H 3.695 3.432 -0.426
C 0.992 -4.104 1.813
C 0.114 -3.073 1.083
C -0.665 -3.805 -0.026
C 0.936 -1.998 0.445
C -0.829 -2.375 2.079
C -0.281 -1.749 3.205
C -1.091 -1.219 4.192
C -2.475 -1.257 4.050
C -3.026 -1.798 2.902
C -2.211 -2.362 1.924
H 1.688 -4.557 1.103
H 0.366 -4.889 2.239
H 1.570 -3.647 2.616
H 0.037 -4.352 -0.657
H -1.214 -3.118 -0.665
H -1.366 -4.517 0.410
H 2.002 -2.198 0.315
H 0.797 -1.701 3.319
H -0.647 -0.767 5.071
H -3.115 -0.859 4.829
H -4.100 -1.796 2.760
H -2.673 -2.797 1.047
F -2.136 -0.867 -0.985
Sb -3.480 -1.583 -2.257
F -2.097 -2.742 -2.812
F -2.891 -0.321 -3.527
F -4.769 -2.303 -3.401
F -4.627 -0.276 -1.541
F -3.923 -2.792 -0.873
```

Computed properties:
expectation value of S²	0.77
spin multiplicity	2
molar mass	796.658	g mol⁻¹
F_max	2.93	eV/Å
energy relative to the best compared isomer or geometry (same formula, charge and spin)	0.00	kcal per mole

=====

7.
An isolated molecule of C22H34F6NO5. Source: OMol25; level of theory: wB97M-V/def2-TZVPD.

```
68
Properties=species:S:1:pos:R:3
C 3.445 -0.955 3.945
O 4.523 -1.462 3.188
C 4.189 -2.323 2.113
C 4.858 -1.889 0.801
C 3.934 -1.978 -0.423
C 3.187 -0.683 -0.720
C 2.238 -0.229 0.392
C 1.605 1.129 0.053
C 0.342 1.454 0.854
C -0.995 0.759 0.410
C -2.120 1.799 0.538
O -3.039 1.621 1.301
C -2.192 3.267 -0.115
F -3.450 3.665 0.144
F -1.359 4.106 0.549
C -2.041 3.570 -1.653
F -2.572 2.530 -2.350
F -2.807 4.646 -1.900
C -0.624 3.904 -2.256
F -0.571 5.224 -2.537
F 0.357 3.630 -1.387
C -0.387 3.135 -3.576
O 0.391 2.231 -3.670
O -1.119 3.662 -4.579
C -0.883 0.075 -0.957
C -2.014 -0.898 -1.339
C -3.405 -0.292 -1.521
C -1.622 -1.533 -2.681
N -2.000 -1.966 -0.296
O -1.145 -2.892 -0.502
C -2.178 -1.546 1.127
C -3.662 -1.319 1.442
C -1.748 -2.719 2.019
C -1.262 -0.353 1.464
H 3.177 0.053 3.618
H 2.564 -1.599 3.882
H 3.747 -0.911 4.992
H 4.535 -3.329 2.369
H 3.107 -2.369 1.971
H 5.237 -0.872 0.911
H 5.725 -2.525 0.620
H 4.548 -2.208 -1.297
H 3.239 -2.814 -0.312
H 3.921 0.118 -0.853
H 2.613 -0.775 -1.646
H 2.835 -0.100 1.298
H 1.484 -0.996 0.580
H 1.451 1.189 -1.020
H 2.345 1.899 0.287
H 0.538 1.145 1.884
H 0.228 2.531 0.906
H -1.646 2.970 -5.001
H 0.000 -0.564 -0.895
H -0.675 0.762 -1.771
H -4.128 -1.105 -1.610
H -3.440 0.257 -2.457
H -3.745 0.349 -0.720
H -0.552 -1.726 -2.726
H -1.848 -0.815 -3.471
H -2.167 -2.457 -2.852
H -3.773 -1.040 2.488
H -4.126 -0.539 0.856
H -4.214 -2.243 1.261
H -2.072 -2.496 3.037
H -0.671 -2.859 2.026
H -2.249 -3.634 1.711
H -1.587 0.106 2.397
H -0.276 -0.776 1.660
```

Computed properties:
expectation value of S²	0.75
spin multiplicity	2
calculated total energy	-1888.73498	hartree
molar mass	506.504	g mol⁻¹
F_max	0.83	eV/Å

=====

Please write out number 6 again, unchanged.
A structure of composition C22H34F6IrNSbSi2 at a distorted geometry. Source: OMol25; level of theory: wB97M-V/def2-TZVPD.

```
67
Properties=species:S:1:pos:R:3
Ir -0.039 -0.405 -0.072
C -1.812 2.199 -1.921
Si -0.032 1.808 -2.340
C 0.707 3.382 -3.066
C 0.147 0.344 -3.491
C 0.949 1.423 -0.745
C 0.434 2.182 0.413
C 0.694 3.502 0.767
C 0.069 4.019 1.888
C -0.800 3.217 2.626
C -0.999 1.913 2.222
N -0.385 1.421 1.147
Si 2.818 1.119 -0.726
C 3.201 -0.334 -1.846
C 3.224 0.677 1.063
C 3.848 2.632 -1.154
H -2.368 2.367 -2.846
H -1.898 3.095 -1.299
H -2.315 1.381 -1.401
H 0.207 3.626 -4.007
H 1.776 3.292 -3.269
H 0.558 4.225 -2.385
H -0.633 0.378 -4.254
H 0.021 -0.601 -2.956
H 1.117 0.322 -3.993
H 1.368 4.094 0.161
H 0.247 5.045 2.185
H -1.313 3.605 3.494
H -1.659 1.242 2.756
H 2.431 -1.101 -1.741
H 4.162 -0.781 -1.575
H 3.251 -0.051 -2.900
H 2.520 -0.068 1.437
H 3.153 1.552 1.716
H 4.235 0.270 1.155
H 3.628 3.032 -2.145
H 4.909 2.368 -1.132
H 3.695 3.432 -0.426
C 0.992 -4.104 1.813
C 0.114 -3.073 1.083
C -0.665 -3.805 -0.026
C 0.936 -1.998 0.445
C -0.829 -2.375 2.079
C -0.281 -1.749 3.205
C -1.091 -1.219 4.192
C -2.475 -1.257 4.050
C -3.026 -1.798 2.902
C -2.211 -2.362 1.924
H 1.688 -4.557 1.103
H 0.366 -4.889 2.239
H 1.570 -3.647 2.616
H 0.037 -4.352 -0.657
H -1.214 -3.118 -0.665
H -1.366 -4.517 0.410
H 2.002 -2.198 0.315
H 0.797 -1.701 3.319
H -0.647 -0.767 5.071
H -3.115 -0.859 4.829
H -4.100 -1.796 2.760
H -2.673 -2.797 1.047
F -2.136 -0.867 -0.985
Sb -3.480 -1.583 -2.257
F -2.097 -2.742 -2.812
F -2.891 -0.321 -3.527
F -4.769 -2.303 -3.401
F -4.627 -0.276 -1.541
F -3.923 -2.792 -0.873
```

Computed properties:
expectation value of S²	0.77
spin multiplicity	2
molar mass	796.658	g mol⁻¹
F_max	2.93	eV/Å
energy relative to the best compared isomer or geometry (same formula, charge and spin)	0.00	kcal per mole

=====

Question: Among the records above, which one has the lowest F_max?
Answer: C22H34ClIN3O2

=====

Question: Which value of molar mass does entry 4 give?
Answer: 555.617 g mol⁻¹